ORCA calculation (wB97M-V/def2-TZVPD) on C18H27N3O2 in the gas phase.

```
50
Properties=species:S:1:pos:R:3:mulliken_charge:R:1
C 3.099 3.517 2.379 -1.12
C 3.662 2.293 1.433 -0.87
C 2.453 1.432 0.788 -1.27
C 1.773 0.702 1.917 0.77
O 2.377 0.451 3.038 -0.69
N 0.582 0.350 1.545 0.11
C -0.446 -0.281 2.254 0.01
C -0.537 -0.541 3.539 0.00
C -1.609 -1.185 4.179 -0.76
C -2.532 -1.763 3.322 -0.27
C -2.564 -1.983 2.060 -0.86
C -1.328 -1.392 1.463 0.23
N -0.894 -1.265 -0.065 -0.04
C 0.019 -1.973 -0.495 -0.59
C 0.545 -1.106 -1.668 -1.84
N -0.471 -0.659 -2.564 0.36
C -0.624 0.323 -3.362 0.52
O -1.695 0.372 -4.109 -0.76
C 0.534 1.130 -3.541 1.28
C 0.626 2.179 -2.568 -1.37
C 0.730 1.289 -5.037 -1.66
C -1.741 -1.566 -2.380 -1.44
C -2.271 -1.716 -0.909 -0.94
H 4.065 4.122 2.729 0.29
H 2.517 2.948 3.189 0.25
H 2.516 4.130 1.945 0.43
H 4.273 1.642 2.067 0.34
H 4.381 2.757 0.721 0.45
H 3.014 0.907 0.255 0.64
H 1.856 2.091 0.529 0.72
H 0.332 0.498 0.623 0.14
H -0.094 0.262 4.282 0.15
H -1.825 -0.871 5.140 0.41
H -3.555 -2.301 3.957 0.07
H -3.164 -2.442 1.432 0.61
H 0.977 -1.987 0.285 0.30
H -0.260 -2.819 -0.670 0.92
H 1.059 -1.987 -2.365 0.17
H 1.278 -0.476 -1.506 1.02
H 1.501 0.583 -3.296 0.06
H 1.295 2.912 -2.534 0.52
H -0.426 2.830 -2.831 0.27
H 0.306 1.997 -1.496 0.23
H 1.508 2.266 -5.223 0.26
H -0.088 2.200 -5.293 0.28
H 0.739 0.629 -5.747 0.49
H -1.347 -2.608 -2.623 0.36
H -2.443 -1.238 -3.000 0.69
H -2.866 -0.907 -0.748 0.64
H -2.727 -2.589 -0.697 0.49
```

Properties
SMILES: CCCC(=O)Nc1ccccc1N1CCN(C(=O)C(C)C)CC1
molar mass: 317.43 Da
charge: 0
HOMO-LUMO gap: 8.687 eV
HOMO: -8.49 eV